--- 1 ---
The following is a quantum chemistry calculation of C2H3PS3 in the gas phase, from OMol25.

The gap between HOMO and LUMO (spin up / spin down) is 6.11 / 7.05 eV. As for the molecular weight: 154.221 u.

Cartesian coordinates (Å):
H 0.700 2.548 -0.933
P 1.109 2.236 0.328
C 0.267 0.317 -0.284
C -0.166 -0.400 0.867
S -0.385 -2.204 0.455
S -1.044 -1.900 -1.559
S 0.073 -0.105 -1.874
H 0.467 -0.549 1.630
H -1.020 0.058 1.370

Results of the Mulliken charge analysis, in e, for atoms 1 through 5: -0.06 0.05 0.04 -0.56 -0.08

---

--- 2 ---
The following is a quantum chemistry calculation of C2H3PS3 in the gas phase, from OMol25.

The gap between HOMO and LUMO is 7.56 eV. As for the molecular weight: 154.221 u.

Cartesian coordinates (Å):
H -2.337 -1.701 1.273
P -1.343 -1.832 0.203
C -0.337 -0.322 0.316
C 0.653 -0.028 -0.826
S 0.844 1.687 -1.186
S 1.173 2.079 0.886
S -0.456 1.000 1.498
H 1.509 -0.440 -0.390
H 0.294 -0.445 -1.774

Results of the Mulliken charge analysis, in e, for atoms 1 through 5: -0.01 -0.03 0.22 -0.83 -0.05

---

Each structure's energy above the most stable one, in eV: 1 1.978; 2 0.000.

---

--- 1 ---
The following is a quantum chemistry calculation of a molecular structure, C44H41N7O6PSTi, from OMol25.

As for the multiplicity: 3. Its expectation value of S² is 2.04. The gap between HOMO and LUMO (spin up / spin down) is 5.82 / 6.79 eV. As for the molecular weight: 874.763 u. As for the total charge: -1.

Cartesian coordinates (Å):
Ti -0.904 0.305 -1.356
C 0.348 -2.925 3.680
C 0.005 -1.812 4.631
C 0.296 -1.977 5.983
C 0.004 -0.994 6.914
C -0.599 0.180 6.493
C -0.895 0.353 5.149
C -0.600 -0.622 4.195
P -0.830 -0.367 2.383
C -0.770 1.483 2.306
C -2.013 2.153 2.823
C -2.229 3.464 2.920
C -1.293 4.525 2.543
C -0.090 4.355 1.998
C 0.619 3.067 1.647
C 1.933 3.442 0.983
C -2.546 -0.924 2.091
C -3.102 -1.847 2.979
C -4.230 -2.589 2.656
C -4.825 -2.398 1.418
C -4.311 -1.448 0.550
C -3.183 -0.678 0.854
C -2.737 0.354 -0.118
H 0.951 -3.684 4.180
H 0.901 -2.551 2.816
H -0.556 -3.417 3.309
H 0.773 -2.896 6.303
H 0.249 -1.145 7.957
H -0.835 0.964 7.201
H -1.358 1.281 4.844
H -2.830 1.494 3.103
H -3.197 3.785 3.289
H -1.631 5.542 2.696
H 0.463 5.254 1.748
H 1.733 4.138 0.165
H 2.492 2.604 0.581
H 2.568 3.967 1.704
H -2.632 -2.001 3.944
H -4.633 -3.300 3.366
H -5.700 -2.970 1.132
H -4.796 -1.273 -0.404
H -2.706 1.334 0.366
H -3.475 0.443 -0.924
O 5.948 -1.471 -1.139
C 5.045 -2.158 -1.995
C 3.695 -1.500 -1.937
C 2.865 -1.507 -3.056
C 1.606 -0.953 -2.950
N 1.179 -0.383 -1.828
C 1.981 -0.319 -0.747
C 3.250 -0.906 -0.773
C 1.425 0.438 0.368
C 2.070 0.416 1.639
C 1.730 1.087 2.771
C 2.557 0.905 4.007
O 3.228 2.111 4.390
C 0.598 2.063 2.851
C -0.338 2.082 0.924
N 0.275 1.101 0.055
H 6.826 -1.836 -1.278
H 4.942 -3.202 -1.670
H 5.400 -2.164 -3.029
H 3.187 -1.930 -3.998
H 0.903 -0.952 -3.775
H 3.905 -0.854 0.082
H 2.931 -0.238 1.713
H 3.280 0.096 3.854
H 1.928 0.643 4.862
H 3.628 2.469 3.589
H 0.553 2.517 3.841
H -1.135 2.574 0.373
N -0.639 -3.632 0.411
C -0.777 -2.904 -0.726
N -0.720 -3.522 -1.921
O -0.894 -1.675 -0.630
H -0.789 -4.624 0.416
H -0.805 -3.114 1.260
H -0.820 -4.522 -1.961
H -1.034 -2.957 -2.721
O 0.320 0.927 -9.581
C -0.265 -0.238 -9.198
O -0.431 -1.106 -10.015
C -0.670 -0.347 -7.769
C -1.485 -1.418 -7.405
C -1.889 -1.578 -6.096
C -1.491 -0.683 -5.089
S -2.033 -0.987 -3.447
C -0.676 0.389 -5.464
C -0.273 0.547 -6.779
H 0.311 1.547 -8.843
H -1.793 -2.119 -8.170
H -2.528 -2.410 -5.827
H -0.360 1.098 -4.711
H 0.384 1.385 -6.992
O -1.657 1.895 -1.949
N -0.458 1.801 -2.624
C 0.331 2.897 -2.535
C -0.092 4.110 -1.946
N -0.432 5.106 -1.468
C 1.654 2.749 -3.025
N 2.722 2.584 -3.434

Results of the Mulliken charge analysis, in e, for atoms 1 through 5: -0.81 -1.19 1.25 -0.92 -0.79

---

--- 2 ---
The following is a quantum chemistry calculation of a molecular structure, C44H41N7O6PSTi, from OMol25.

As for the multiplicity: 3. Its expectation value of S² is 2.03. The gap between HOMO and LUMO (spin up / spin down) is 5.05 / 6.85 eV. As for the molecular weight: 874.763 u. As for the total charge: -1.

Cartesian coordinates (Å):
Ti 1.350 -0.191 0.380
C -0.747 1.027 -3.658
C -2.105 1.170 -3.046
C -3.216 1.207 -3.885
C -4.502 1.345 -3.391
C -4.694 1.427 -2.024
C -3.602 1.396 -1.170
C -2.295 1.288 -1.651
P -0.837 1.323 -0.501
C -1.789 1.819 1.031
C -2.332 0.682 1.648
C -3.160 0.757 2.751
C -3.453 1.996 3.294
C -2.891 3.123 2.728
C -2.062 3.073 1.604
C -1.535 4.394 1.113
C 0.008 2.826 -1.123
C -0.618 3.876 -1.791
C 0.083 5.025 -2.106
C 1.417 5.136 -1.728
C 2.060 4.066 -1.132
C 1.394 2.858 -0.882
C 2.143 1.631 -0.486
H -0.817 0.672 -4.687
H -0.141 0.320 -3.092
H -0.218 1.981 -3.664
H -3.063 1.128 -4.956
H -5.346 1.396 -4.068
H -5.691 1.530 -1.613
H -3.781 1.464 -0.107
H -2.090 -0.289 1.234
H -3.564 -0.148 3.189
H -4.097 2.081 4.161
H -3.088 4.091 3.176
H -1.726 5.169 1.856
H -2.032 4.691 0.191
H -0.465 4.359 0.919
H -1.667 3.801 -2.054
H -0.409 5.839 -2.624
H 1.963 6.049 -1.933
H 3.115 4.137 -0.893
H 3.109 1.925 -0.059
H 2.381 1.116 -1.431
O -1.146 1.015 6.762
C -0.504 2.030 6.008
C -0.032 1.492 4.693
C 0.484 2.392 3.727
C 0.833 1.906 2.503
N 0.739 0.610 2.151
C 0.356 -0.296 3.123
C -0.075 0.166 4.387
C 0.449 -1.672 2.787
C 0.244 -2.743 3.687
C 0.482 -4.034 3.293
C 0.346 -5.172 4.271
O 1.194 -5.032 5.407
C 0.940 -4.268 1.978
C 1.102 -3.191 1.137
N 0.848 -1.936 1.503
H -1.414 1.381 7.607
H 0.360 2.434 6.552
H -1.196 2.863 5.818
H 0.580 3.447 3.947
H 1.192 2.581 1.736
H -0.452 -0.541 5.112
H -0.062 -2.545 4.706
H 0.551 -6.121 3.762
H -0.669 -5.213 4.671
H 2.051 -4.717 5.102
H 1.181 -5.267 1.642
H 1.462 -3.324 0.123
N -1.177 -3.319 -1.513
C -1.700 -2.391 -0.695
N -3.008 -2.585 -0.312
O -1.066 -1.434 -0.227
H -1.751 -4.011 -1.958
H -0.279 -3.032 -1.934
H -3.609 -3.160 -0.874
H -3.441 -1.819 0.175
O 2.254 -4.573 -8.285
C 3.153 -4.374 -7.280
O 4.257 -4.833 -7.408
C 2.696 -3.606 -6.107
C 3.649 -3.243 -5.147
C 3.298 -2.557 -4.007
C 1.959 -2.207 -3.760
S 1.473 -1.372 -2.326
C 1.003 -2.571 -4.726
C 1.365 -3.247 -5.871
H 1.430 -4.119 -8.089
H 4.680 -3.517 -5.330
H 4.042 -2.285 -3.270
H -0.035 -2.311 -4.553
H 0.575 -3.506 -6.571
O 2.986 -0.957 0.109
N 2.970 -0.455 1.350
C 4.054 0.178 1.848
C 5.289 0.215 1.168
N 6.293 0.230 0.597
C 3.942 0.775 3.122
N 3.867 1.277 4.159

Results of the Mulliken charge analysis, in e, for atoms 1 through 5: -0.65 -1.16 0.89 -0.69 -0.76

---

Each structure's energy above the most stable one, in eV: 1 0.000; 2 0.334.

---

--- 1 ---
The following is a quantum chemistry calculation of 2 unconnected molecules or ions with the total composition C3H10NOP, from OMol25.

The gap between HOMO and LUMO (spin up / spin down) is 7.42 / 9.68 eV. As for the molecular weight: 107.093 u.

Cartesian coordinates (Å):
C -1.239 1.012 0.889
C -0.552 -2.318 0.767
C 0.846 0.696 -1.821
N -0.016 0.306 0.949
O 2.268 -0.614 0.162
P 1.244 0.374 -0.029
H -1.032 1.963 1.541
H -1.725 1.043 -0.057
H -2.020 0.613 1.491
H -1.080 -2.310 1.730
H -1.139 -1.821 -0.113
H 0.407 -2.900 0.630
H 0.001 0.125 -2.085
H 0.556 1.702 -2.168
H 1.792 0.457 -2.296
H 1.688 1.669 0.411

Results of the Mulliken charge analysis, in e, for atoms 1 through 5: -0.83 -0.69 -0.97 -0.23 -0.62

---

--- 2 ---
The following is a quantum chemistry calculation of 2 unconnected molecules or ions with the total composition C3H10NOP, from OMol25.

The gap between HOMO and LUMO is 9.64 eV. As for the molecular weight: 107.093 u.

Cartesian coordinates (Å):
C -2.877 0.317 0.198
P -1.079 -0.006 -0.376
N -0.110 -0.962 0.527
H -3.072 1.349 -0.320
H -2.899 0.437 1.267
H -3.651 -0.506 -0.090
H -0.521 1.170 -0.108
H -1.072 0.192 -1.717
H -0.403 -1.811 1.006
C 2.486 -0.341 -0.603
C 1.829 0.268 0.639
O 1.608 1.492 0.493
H 3.422 0.079 -0.477
H 2.659 -1.416 -0.568
H 1.950 0.043 -1.467
H 1.729 -0.304 1.595

Results of the Mulliken charge analysis, in e, for atoms 1 through 5: -0.83 0.36 -0.58 0.27 0.30

---

Each structure's energy above the most stable one, in eV: 1 1.129; 2 0.000.

---

--- 1 ---
The following is a quantum chemistry calculation of 4 unconnected molecules or ions with the total composition C2H12NO4, from OMol25.

The gap between HOMO and LUMO is 8.20 eV. As for the molecular weight: 114.121 u. As for the total charge: -1.

Cartesian coordinates (Å):
C -1.118 -1.224 0.940
N -0.736 -0.301 -0.123
C -0.716 1.131 0.127
O -0.121 1.586 1.314
H -2.158 -1.549 0.784
H -1.092 -0.733 1.914
H -0.497 -2.108 0.804
H 0.172 -0.496 -0.524
H -1.744 1.496 0.245
H -0.265 1.568 -0.761
H -1.912 -0.211 -2.873
H -1.984 -0.726 -1.496
O -2.401 -0.860 -2.381
H 2.830 1.762 -0.427
H 0.844 1.481 1.210
O 2.202 1.130 -0.064
H 2.473 -0.360 0.318
H 1.874 -1.620 1.020
O 2.542 -1.370 0.387

Results of the Mulliken charge analysis, in e, for atoms 1 through 5: -0.92 -0.33 -0.54 -0.55 0.27

---

--- 2 ---
The following is a quantum chemistry calculation of 4 unconnected molecules or ions with the total composition C2H12NO4, from OMol25.

The gap between HOMO and LUMO is 8.33 eV. As for the molecular weight: 114.121 u. As for the total charge: -1.

Cartesian coordinates (Å):
C 0.042 0.267 -1.307
O -0.466 0.584 -0.087
C 0.404 -1.260 -1.440
N -0.789 -2.234 -1.272
H -0.745 0.595 -2.013
H 0.995 0.820 -1.492
H 0.962 -1.567 -2.320
H 1.114 -1.521 -0.615
H -1.501 -1.616 -0.749
H -1.164 -2.335 -2.213
H 0.014 2.424 1.776
H 0.157 1.124 1.128
O 0.441 1.617 1.986
H -1.672 0.842 1.851
H -2.618 -0.230 1.168
O -2.491 0.377 1.920
H 2.434 0.490 0.490
H 1.998 0.894 1.832
O 2.885 0.730 1.357

Results of the Mulliken charge analysis, in e, for atoms 1 through 5: -0.70 -0.76 -0.25 -0.70 0.27

---

Each structure's energy above the most stable one, in eV: 1 0.000; 2 0.456.